(1)
{
  "formula": "C21H17I2N3Pb",
  "method": "ωB97M-V/def2-TZVPD",
  "spin_multiplicity": 1,
  "homo_lumo_gap_ev": 7.6,
  "homo_ev": -7.27,
  "de_lowest_kcal_mol": 7.82,
  "charge": 0,
  "species": ["Pb", "N", "C", "C", "C", "C", "C", "N", "C", "C", "C", "C", "C", "N", "H", "H", "H", "H", "H", "H", "H", "H", "H", "I", "C", "C", "C", "C", "C", "C", "C", "C", "C", "C", "H", "H", "H", "H", "H", "H", "I", "C", "H", "H"],
  "xyz": [[-0.265, -0.190, -0.704], [-1.420, -3.176, 2.392], [-1.665, -1.849, 2.742], [-2.381, -1.651, 3.933], [-2.617, -0.372, 4.370], [-2.136, 0.697, 3.622], [-1.467, 0.402, 2.455], [-1.240, -0.840, 1.992], [-0.661, -3.778, 1.391], [-0.548, -5.178, 1.424], [0.220, -5.802, 0.471], [0.855, -5.034, -0.503], [0.666, -3.670, -0.456], [-0.076, -3.043, 0.465], [-1.773, -3.829, 3.064], [-2.739, -2.504, 4.500], [-3.165, -0.204, 5.289], [-2.272, 1.724, 3.934], [-1.075, 1.210, 1.844], [-1.059, -5.753, 2.190], [0.334, -6.879, 0.484], [1.472, -5.482, -1.270], [1.136, -3.024, -1.197], [1.137, -0.278, -3.370], [1.275, 1.831, -3.471], [1.938, 2.316, -4.557], [2.047, 3.714, -4.723], [1.476, 4.543, -3.807], [0.790, 4.034, -2.674], [0.209, 4.929, -1.743], [-0.435, 4.451, -0.646], [-0.525, 3.053, -0.434], [0.007, 2.121, -1.284], [0.677, 2.624, -2.452], [2.374, 1.646, -5.287], [2.578, 4.109, -5.581], [1.539, 5.620, -3.926], [0.292, 5.996, -1.927], [-0.875, 5.131, 0.074], [-1.054, 2.735, 0.461], [2.139, 1.311, 1.810], [1.786, -0.266, 0.389], [1.843, -1.177, 0.983], [2.654, -0.219, -0.268]]
}

(2)
{
  "formula": "C21H17N4O8RuS3",
  "method": "ωB97M-V/def2-TZVPD",
  "spin_multiplicity": 2,
  "homo_lumo_gap_ev": [6.4, 6.4],
  "homo_ev": [-8.31, -8.27],
  "s_squared": 0.76,
  "de_lowest_kcal_mol": 17.28,
  "charge": 0,
  "species": ["Ru", "O", "C", "O", "C", "C", "C", "C", "C", "N", "C", "O", "O", "H", "H", "H", "H", "H", "S", "C", "S", "C", "C", "N", "C", "N", "C", "C", "C", "C", "C", "C", "C", "S", "O", "O", "N", "C", "C", "C", "O", "O", "H", "H", "H", "H", "H", "H", "H", "H", "H", "H", "H", "H"],
  "xyz": [[-0.683, 0.387, -1.640], [0.298, -2.805, 0.924], [-0.134, -1.642, 0.474], [-1.160, -1.490, -0.151], [0.727, -0.479, 0.842], [1.867, -0.614, 1.611], [2.584, 0.531, 1.915], [2.091, 1.753, 1.493], [0.924, 1.800, 0.743], [0.277, 0.691, 0.377], [0.262, 3.114, 0.384], [1.061, 4.174, 0.217], [-0.925, 3.215, 0.335], [-0.329, -3.494, 0.646], [2.180, -1.592, 1.942], [3.497, 0.476, 2.491], [2.600, 2.661, 1.784], [1.986, 3.925, 0.103], [1.557, 0.597, -2.223], [1.235, 2.152, -2.880], [-0.476, 2.335, -2.801], [2.144, 3.057, -3.354], [1.711, 4.306, -3.887], [1.347, 5.309, -4.319], [3.537, 2.769, -3.264], [4.654, 2.520, -3.137], [-3.641, 3.468, -1.478], [-3.834, 1.978, -1.463], [-4.585, 1.345, -2.439], [-4.794, -0.032, -2.411], [-4.234, -0.785, -1.399], [-3.489, -0.172, -0.389], [-3.288, 1.200, -0.428], [-4.423, -2.541, -1.398], [-4.265, -2.992, -0.047], [-5.581, -2.858, -2.177], [-3.134, -3.126, -2.225], [-3.042, -2.879, -3.675], [-1.582, -2.707, -4.081], [-0.998, -1.541, -3.324], [-0.098, -1.782, -2.489], [-1.499, -0.370, -3.385], [-4.480, 3.964, -1.964], [-2.735, 3.735, -2.025], [-3.536, 3.860, -0.467], [-5.040, 1.934, -3.226], [-5.410, -0.515, -3.157], [-3.162, -0.754, 0.461], [-2.780, 1.693, 0.391], [-2.282, -2.984, -1.692], [-3.596, -1.981, -3.956], [-3.482, -3.726, -4.197], [-1.515, -2.541, -5.156], [-1.002, -3.591, -3.824]]
}

(3)
{
  "formula": "C21H17N4O8RuS3",
  "method": "ωB97M-V/def2-TZVPD",
  "spin_multiplicity": 2,
  "homo_lumo_gap_ev": [6.0, 6.2],
  "homo_ev": [-8.02, -8.24],
  "s_squared": 0.76,
  "de_lowest_kcal_mol": 1.51,
  "charge": 0,
  "species": ["Ru", "O", "C", "O", "C", "C", "C", "C", "C", "N", "C", "O", "O", "H", "H", "H", "H", "H", "S", "C", "S", "C", "C", "N", "C", "N", "C", "C", "C", "C", "C", "C", "C", "S", "O", "O", "N", "C", "C", "C", "O", "O", "H", "H", "H", "H", "H", "H", "H", "H", "H", "H", "H", "H"],
  "xyz": [[-1.403, -1.140, 0.804], [1.451, 2.119, -0.449], [0.202, 1.671, -0.487], [-0.739, 2.122, 0.100], [0.068, 0.548, -1.492], [0.611, 0.717, -2.761], [0.386, -0.239, -3.729], [-0.381, -1.345, -3.403], [-0.866, -1.457, -2.113], [-0.634, -0.538, -1.161], [-1.662, -2.628, -1.634], [-2.114, -3.516, -2.496], [-1.898, -2.789, -0.451], [1.545, 2.841, 0.226], [1.205, 1.598, -2.963], [0.799, -0.130, -4.722], [-0.565, -2.108, -4.148], [-1.946, -3.260, -3.411], [-2.607, -1.588, 2.727], [-3.894, -0.679, 2.002], [-3.410, -0.122, 0.415], [-5.102, -0.411, 2.569], [-5.406, -0.860, 3.891], [-5.651, -1.223, 4.955], [-6.089, 0.344, 1.863], [-6.884, 0.948, 1.291], [-2.855, 3.710, 5.854], [-1.571, 3.599, 5.081], [-0.346, 3.848, 5.692], [0.845, 3.702, 4.997], [0.802, 3.316, 3.667], [-0.408, 3.072, 3.028], [-1.585, 3.214, 3.740], [2.301, 3.010, 2.791], [2.208, 3.631, 1.486], [3.399, 3.297, 3.660], [2.296, 1.415, 2.446], [2.141, 0.417, 3.506], [2.031, -0.950, 2.834], [0.763, -1.117, 2.040], [0.316, -2.212, 1.647], [0.075, -0.071, 1.722], [-2.770, 4.441, 6.657], [-3.113, 2.749, 6.304], [-3.681, 4.000, 5.206], [-0.322, 4.157, 6.731], [1.799, 3.883, 5.472], [-0.436, 2.777, 1.985], [-2.530, 3.022, 3.247], [1.589, 1.253, 1.734], [1.250, 0.607, 4.114], [3.017, 0.455, 4.151], [2.104, -1.769, 3.548], [2.861, -1.059, 2.129]]
}

(4)
{
  "formula": "C21H18AuN3OS3",
  "method": "ωB97M-V/def2-TZVPD",
  "spin_multiplicity": 1,
  "homo_lumo_gap_ev": 5.1,
  "homo_ev": -7.68,
  "charge": 0,
  "species": ["Au", "C", "C", "N", "N", "C", "S", "S", "C", "C", "C", "C", "C", "C", "C", "C", "C", "C", "C", "C", "C", "O", "H", "H", "H", "H", "H", "H", "H", "H", "H", "H", "H", "H", "H", "H", "S", "C", "C", "C", "C", "C", "N", "H", "H", "H", "H"],
  "xyz": [[-0.076, 0.211, -0.242], [2.298, 0.042, 2.514], [2.095, -0.918, 1.394], [1.037, -1.646, 1.393], [0.755, -2.710, 0.732], [-0.173, -2.975, -0.097], [-1.332, -1.885, -0.765], [-0.282, -4.678, -0.581], [-1.922, -5.042, 0.178], [-1.784, -5.036, 1.664], [-2.043, -3.883, 2.396], [-1.863, -3.870, 3.768], [-1.420, -5.007, 4.422], [-1.159, -6.158, 3.699], [-1.335, -6.173, 2.328], [3.103, -1.040, 0.334], [4.384, -1.473, 0.647], [5.330, -1.681, -0.340], [5.001, -1.445, -1.674], [3.755, -0.985, -2.006], [2.747, -0.772, -1.025], [1.604, -0.333, -1.415], [1.609, -0.170, 3.327], [2.131, 1.063, 2.162], [3.323, -0.016, 2.864], [-2.195, -6.022, -0.212], [-2.614, -4.282, -0.180], [-2.388, -2.992, 1.889], [-2.075, -2.972, 4.329], [-1.282, -4.999, 5.492], [-0.818, -7.049, 4.203], [-1.121, -7.067, 1.761], [4.633, -1.665, 1.682], [6.312, -2.039, -0.075], [5.734, -1.631, -2.448], [3.476, -0.796, -3.030], [0.519, 2.487, 0.763], [-0.858, 2.039, 1.673], [-1.281, 2.643, 2.861], [-2.345, 2.085, 3.530], [-2.986, 0.961, 3.002], [-2.534, 0.445, 1.807], [-1.498, 0.972, 1.168], [-0.740, 3.499, 3.225], [-2.682, 2.511, 4.463], [-3.817, 0.503, 3.511], [-3.002, -0.403, 1.326]]
}

Here are the calculated M numbers, same order: 772.4; 650.7; 650.7; 621.6 (u).